This record from the Open Molecules 2025 dataset describes a structure of composition C32H60EuN2OP3. The level of theory is ωB97M-V/def2-TZVPD.

Structure (XYZ):
```
99
C32H60EuN2OP3, DFT ωB97M-V/def2-TZVPD
C -0.35966 -2.53082 1.89563
C 1.65711 -1.32293 1.95058
C 0.17263 -3.55375 2.67338
C 2.20474 -2.30598 2.82612
C 1.45939 -3.40744 3.19403
H -0.45303 -4.41909 2.88163
H 3.23400 -2.17225 3.15890
H 1.85471 -4.16254 3.86850
N 0.33138 -1.42507 1.57443
P -2.68954 -1.16688 0.97495
P 2.64653 0.91016 0.19926
C -1.78440 -2.72179 1.35169
H -1.72295 -3.31550 0.42669
H -2.35494 -3.34016 2.05866
C 2.51710 -0.26392 1.49962
H 3.39927 -0.16647 2.15284
C 4.20943 0.29681 -0.74519
C 2.98955 2.58051 1.11873
C -3.82172 -1.55684 -0.51967
C -3.64799 -0.96812 2.60697
C 3.94634 0.66383 -2.21327
H 3.92095 1.75101 -2.36755
H 4.74114 0.24597 -2.84957
H 2.98282 0.25647 -2.54509
C 5.55055 0.88808 -0.29284
H 5.59201 1.98265 -0.35154
H 5.82642 0.56525 0.72020
H 6.32849 0.50324 -0.97377
C 4.27281 -1.22529 -0.58154
H 5.00272 -1.64248 -1.29350
H 4.59010 -1.51516 0.42790
H 3.29602 -1.68338 -0.77773
C 3.35716 3.62137 0.04589
H 2.54667 3.74817 -0.68732
H 3.53351 4.59434 0.52885
H 4.26837 3.36293 -0.50960
C 1.67209 2.98969 1.80633
H 0.86464 3.20050 1.07702
H 1.33728 2.24186 2.54684
H 1.83319 3.92861 2.35544
C 4.08427 2.46298 2.17886
H 5.05488 2.16509 1.77171
H 4.22204 3.45358 2.63820
H 3.80778 1.76631 2.97642
C -4.54688 0.27689 2.48133
H -5.15050 0.35681 3.39888
H -3.95514 1.19958 2.38820
H -5.23863 0.22000 1.62962
C -2.60971 -0.72786 3.72310
H -1.86543 -1.53444 3.78357
H -2.08025 0.23107 3.59900
H -3.14320 -0.68716 4.68618
C -4.50057 -2.19121 2.98802
H -4.93526 -1.99946 3.98216
H -5.33626 -2.35605 2.29988
H -3.92236 -3.12000 3.06316
C -3.21765 -2.66116 -1.40365
H -3.28701 -3.65150 -0.93202
H -3.79606 -2.71945 -2.34057
H -2.17082 -2.45489 -1.66614
C -3.88903 -0.24072 -1.32564
H -2.89360 0.08347 -1.67346
H -4.51684 -0.39105 -2.21660
H -4.32974 0.58205 -0.74330
C -5.23898 -1.99776 -0.13299
H -5.22993 -2.95474 0.40482
H -5.78009 -1.24424 0.45365
H -5.81293 -2.15963 -1.06107
Eu -0.37398 0.87531 0.74442
C -1.84677 2.69371 2.45479
O -2.37911 3.26944 3.29586
N 0.42695 -0.23715 -1.25108
C 1.06858 -0.98423 -1.89675
C 1.26353 -1.87919 -3.13254
C 2.56457 -2.66385 -3.02928
C 0.10577 -2.86481 -3.21132
C 1.26864 -1.00738 -4.38659
H 3.43689 -2.00164 -3.05047
H 2.59577 -3.24202 -2.09841
H 2.64924 -3.36403 -3.86934
H -0.84198 -2.34123 -3.38288
H 0.25861 -3.56653 -4.04244
H 0.03156 -3.44140 -2.28336
H 1.32226 -1.63442 -5.28824
H 0.35274 -0.40431 -4.44465
H 2.12447 -0.32472 -4.40105
C -0.37434 4.95575 -1.11915
P -1.08227 3.25999 -1.02023
C -2.86208 3.64609 -0.78305
C -1.09863 2.82789 -2.81704
H -0.93029 5.57825 -1.83940
H 0.67878 4.90506 -1.43559
H -0.41366 5.43499 -0.13064
H -2.98503 4.44004 -0.03702
H -3.31354 3.96134 -1.73348
H -3.38711 2.74835 -0.42798
H -2.04569 3.12935 -3.28997
H -0.26207 3.32153 -3.33560
H -0.97879 1.73773 -2.92176
```

The calculation puts the gap between HOMO and LUMO (alpha / beta) at 5.9 / 5.9 eV. The value obtained for the energy above the lowest of the compared OMol25 structures with the same formula, charge and spin is 0.00 kJ/mol. The multiplicity is 8. As for the largest force on an atom: 4.10 eV/Å. As for the LUMO energy (alpha / beta): -2.6 / -2.6 eV. The total energy is -86375.63513 eV. The total charge is +1.


This record from the Open Molecules 2025 dataset describes a cluster of 11 separate species, C32H60N6O16 in total. The level of theory is ωB97M-V/def2-TZVPD.

Structure (XYZ):
```
114
C32H60N6O16, DFT ωB97M-V/def2-TZVPD
O -36.53561 25.20935 12.64974
C -35.74538 26.10271 12.53511
C -35.58461 27.00979 11.32637
C -34.21215 27.63291 11.58537
C -33.97222 27.47429 13.05677
O -34.76081 26.33176 13.41969
H -35.66554 26.56863 10.33852
H -36.41164 27.72603 11.39075
H -33.46901 27.04315 11.03957
H -34.14143 28.63280 11.15849
H -32.93063 27.34819 13.35045
H -34.30849 28.30521 13.68949
O -39.57689 21.18007 10.20323
C -39.21500 20.08208 9.87496
C -38.30862 19.69799 8.72769
C -38.42021 18.16349 8.70372
C -38.94116 17.82404 10.09344
O -39.53730 19.01035 10.61171
H -38.71188 20.09516 7.80405
H -37.33699 20.14876 8.92263
H -39.11361 17.97475 7.88507
H -37.45918 17.71224 8.46638
H -39.60337 16.96456 10.00395
H -38.10779 17.53906 10.73596
O -39.65365 23.72637 2.81637
C -40.38244 24.31819 3.56471
C -41.79321 24.82772 3.37311
C -42.15464 25.44157 4.74600
C -40.87062 25.31158 5.57838
O -39.95174 24.51426 4.83035
H -41.87221 25.58662 2.59871
H -42.49075 24.02359 3.15593
H -42.40699 26.49724 4.67075
H -42.99098 24.88453 5.15929
H -40.47003 26.27572 5.88340
H -41.13082 24.72146 6.45897
O -35.38247 23.71332 8.16705
C -36.52378 23.97919 8.41676
C -37.22646 23.82033 9.73328
C -38.45779 24.69620 9.54422
C -38.67927 24.63200 8.04733
O -37.32093 24.58869 7.51360
H -37.48894 22.77859 9.92831
H -36.67372 24.19841 10.59198
H -39.38035 24.50826 10.09365
H -38.23919 25.75153 9.74127
H -39.14958 23.70802 7.69889
H -39.12360 25.50066 7.57236
O -39.70692 28.92587 11.27970
C -40.19889 28.06276 11.95146
C -40.15747 27.81547 13.45674
C -41.17905 26.69963 13.65857
C -41.23446 26.05187 12.29279
O -40.88741 27.07561 11.37499
H -39.16615 27.55935 13.83055
H -40.40114 28.74052 13.98196
H -40.74749 26.03093 14.40299
H -42.16569 27.04520 13.95450
H -40.68858 25.12529 12.13533
H -42.29287 25.81514 12.14605
C -38.74122 20.75950 4.86985
C -37.63977 21.57246 5.48742
N -37.38139 22.77193 4.93522
O -36.90975 21.08989 6.35530
H -38.20489 19.86872 4.53889
H -39.28881 21.18556 4.03276
H -39.45367 20.55850 5.67126
H -36.82867 23.44692 5.44172
H -37.94311 23.15193 4.18590
C -38.49503 28.41875 8.04494
C -39.87508 28.62809 7.49502
N -40.87660 28.51634 8.40043
O -40.07195 29.13184 6.39200
H -38.31106 27.33725 8.01808
H -38.45998 28.72024 9.08989
H -37.74961 28.88908 7.41686
H -40.70320 28.57957 9.39451
H -41.83898 28.59538 8.12494
C -33.45631 23.65199 11.12351
C -32.36312 23.89231 10.09754
N -32.60605 23.45170 8.83919
O -31.32088 24.48646 10.37110
H -34.27619 23.16208 10.59662
H -33.81110 24.62623 11.45360
H -33.12884 22.99243 11.91945
H -33.57694 23.32541 8.57831
H -31.88671 23.69701 8.18069
C -34.28712 26.30220 7.63034
C -34.71482 27.75400 7.57440
N -34.42910 28.44783 6.43555
O -35.38549 28.31428 8.43758
H -34.03985 26.16792 8.68521
H -33.53796 25.93169 6.93954
H -35.18298 25.69919 7.45791
H -34.77568 29.39132 6.50768
H -34.11841 27.99123 5.59991
C -34.48008 20.21483 8.32604
C -33.89400 20.26099 9.71785
N -32.60423 19.92690 9.84895
O -34.58337 20.63941 10.66070
H -33.75471 19.74908 7.64700
H -34.61729 21.21076 7.90253
H -35.42009 19.69525 8.17285
H -32.05984 19.72954 9.03180
H -32.20924 19.89708 10.77231
C -38.79532 22.91558 13.20487
C -40.29649 22.88833 13.24382
N -40.99163 22.64429 12.11104
O -40.92977 23.17085 14.26252
H -38.47855 23.49463 12.33776
H -38.38337 21.90655 13.15382
H -38.41298 23.35688 14.11991
H -40.53684 22.33613 11.25216
H -41.98886 22.65976 12.22643
```

The calculation puts the gap between HOMO and LUMO at 9.4 eV. The value obtained for the energy above the lowest of the compared OMol25 structures with the same formula, charge and spin is 0.00 kJ/mol. As for the largest force on an atom: 2.72 eV/Å. As for the LUMO energy: 0.3 eV. The total energy is -75862.88217 eV. The structure (SMILES) is O=C1CCCO1.O=C1CCCO1.O=C1CCCO1.O=C1CCCO1.O=C1CCCO1.CC(N)=O.CC(N)=O.CC(N)=O.CC(N)=O.CC(N)=O.CC(N)=O. The total charge is 0.


This record from the Open Molecules 2025 dataset describes a structure of composition C32H61F5GaO19S. The level of theory is ωB97M-V/def2-TZVPD.

Structure (XYZ):
```
119
C32H61F5GaO19S, DFT ωB97M-V/def2-TZVPD
C 0.10960 -3.18769 3.89951
C -0.50636 -2.30803 2.69018
O -1.66048 -1.85807 2.87009
O 0.23481 -2.03063 1.51264
C 0.38136 -3.24588 0.68616
C -0.37176 -3.10057 -0.74599
C -1.72575 -4.00800 -0.82604
C -2.92943 -2.98270 -0.42837
C -4.38273 -3.65380 -0.49754
C -5.26333 -3.49425 0.82794
C -5.27247 -2.02563 1.45648
C -6.17879 -0.95428 0.67257
Ga -5.13810 0.44561 -0.41089
S -3.46612 1.52195 0.85687
O -3.89340 2.95622 1.06993
O -3.43450 0.79404 2.18045
C -1.88653 1.39035 -0.14338
F -1.96340 2.42127 -1.14769
F -1.86393 0.17341 -0.84683
C -0.52579 1.66172 0.65585
F 0.48928 0.87873 0.00738
F -0.52409 1.24974 1.98984
F -0.05748 3.00318 0.55525
H -0.72049 -3.39665 4.66339
H 0.46979 -4.20730 3.53485
H 0.92622 -2.61516 4.46917
H -0.00125 -4.11844 1.30837
H 1.49279 -3.37722 0.44745
H 0.36398 -3.36548 -1.58300
H -0.64085 -1.99458 -0.83333
H -1.87876 -4.46812 -1.85446
H -1.64284 -4.75891 0.02681
H -2.64050 -2.55741 0.58632
H -2.90452 -2.18283 -1.25885
H -4.22832 -4.77272 -0.70330
H -5.00076 -3.26290 -1.38915
H -4.89425 -4.21910 1.64909
H -6.33721 -3.83260 0.58944
H -4.21974 -1.62655 1.62192
H -5.73520 -2.13186 2.51081
H -6.85665 -1.52237 -0.06701
H -6.86160 -0.40604 1.41561
H -4.45808 -0.27050 -1.69397
H -6.06323 1.62287 -1.02361
C -0.32865 5.98813 -1.86061
C -1.00645 4.88472 -2.65063
O -1.73038 5.41537 -3.76981
C -0.98546 5.78702 -4.81892
O 0.22055 5.70324 -4.90092
O -1.80594 6.29455 -5.75763
C -1.12459 6.82445 -6.89051
H -1.05350 6.75186 -1.56776
H 0.14614 5.58493 -0.96422
H 0.43755 6.49015 -2.45700
H -1.73835 4.38517 -2.01427
H -0.29329 4.12452 -2.97925
H -0.44634 6.08813 -7.32552
H -0.58116 7.72803 -6.60599
H -1.87037 7.09103 -7.64016
C 2.30320 2.91632 2.55794
C 2.79699 1.48678 2.67159
O 4.16587 1.43854 3.10261
C 4.37344 1.67222 4.40605
O 3.52257 1.90353 5.23070
O 5.69786 1.63017 4.63675
C 6.05926 1.96589 5.97451
H 2.96550 3.50230 1.91511
H 1.29641 2.94351 2.14909
H 2.28934 3.41021 3.53273
H 2.76433 1.01467 1.68602
H 2.16429 0.89137 3.33452
H 5.52012 1.35102 6.69730
H 5.87146 3.02637 6.15478
H 7.12751 1.77812 6.08959
C 6.97832 -0.06471 2.36605
C 7.89008 -0.47253 1.22444
O 9.26739 -0.45962 1.62500
C 9.66109 -1.49323 2.38227
O 8.97037 -2.41858 2.73670
O 10.95364 -1.31275 2.70154
C 11.46898 -2.29799 3.59421
H 7.28508 0.89886 2.77775
H 5.94378 0.00637 2.02793
H 7.02092 -0.78690 3.18499
H 7.79590 0.25221 0.41135
H 7.61778 -1.44991 0.81749
H 11.30146 -3.30634 3.21165
H 11.01455 -2.17970 4.58006
H 12.54369 -2.13713 3.68579
C 1.40228 2.92476 -8.41711
C 2.43611 3.18170 -9.49678
O 2.03947 2.60453 -10.74735
C 1.08974 3.27245 -11.41851
O 0.56321 4.30167 -11.06853
O 0.80540 2.58785 -12.53810
C -0.26809 3.14294 -13.29551
H 1.18846 1.85613 -8.33677
H 1.75287 3.29180 -7.45068
H 0.45599 3.42002 -8.64699
H 3.37722 2.70105 -9.21668
H 2.64237 4.24866 -9.61432
H -0.09213 4.19648 -13.51974
H -1.20824 3.01603 -12.75493
H -0.33198 2.59526 -14.23632
C -6.56042 -7.18590 7.09300
C -6.94740 -5.82270 7.63472
O -5.86678 -4.89174 7.52199
C -5.64856 -4.40375 6.28814
O -6.28366 -4.67443 5.29729
O -4.58997 -3.58407 6.34195
C -4.18658 -3.07316 5.06798
H -5.64622 -7.54465 7.57269
H -7.35969 -7.91020 7.26259
H -6.35993 -7.14340 6.01990
H -7.17381 -5.90903 8.70102
H -7.84366 -5.43220 7.14579
H -5.01848 -2.59431 4.55045
H -3.76740 -3.87867 4.46144
H -3.41015 -2.32629 5.23502
```

The calculation puts the gap between HOMO and LUMO at 7.5 eV. The value obtained for the energy above the lowest of the compared OMol25 structures with the same formula, charge and spin is 0.00 kJ/mol. As for the largest force on an atom: 5.31 eV/Å. As for the LUMO energy: 1.9 eV. The total energy is -149872.72274 eV. The total charge is -1.


This record from the Open Molecules 2025 dataset describes a cluster of 2 separate species, C32H61N2O3 in total. The level of theory is ωB97M-V/def2-TZVPD.

Structure (XYZ):
```
98
C32H61N2O3, DFT ωB97M-V/def2-TZVPD
C 7.40320 -1.07884 2.06886
C 6.25189 -1.09888 1.04856
C 5.49142 -2.42128 1.25478
C 5.31989 0.06368 1.40959
C 6.91221 -1.00232 -0.34272
C 6.06989 -0.60485 -1.56942
C 4.70187 -1.31474 -1.61742
C 6.86563 -1.07891 -2.81337
C 5.87621 0.90899 -1.72503
C 6.51547 1.85379 -0.92400
C 6.28949 3.22100 -1.09038
C 5.40274 3.65976 -2.07090
O 5.17245 5.02326 -2.18821
C 3.82569 5.36963 -1.89882
C 3.43773 5.11983 -0.43692
O 2.16927 4.48213 -0.37895
C 2.08194 3.41357 0.54046
C 2.20136 2.06020 -0.14299
C 0.89495 1.53049 -0.67338
O 0.10418 1.02142 0.39298
C -1.00535 0.28107 -0.05193
C -0.77786 -1.23638 -0.01291
N -0.79486 -1.91247 -1.32478
C 4.78197 2.74895 -2.91374
C 5.02647 1.38980 -2.73442
H 7.02480 -1.09997 3.08696
H 7.99397 -0.17300 1.94738
H 8.05248 -1.93827 1.91066
H 5.46243 -2.63028 2.32136
H 5.94719 -3.26114 0.74015
H 4.45333 -2.31293 0.95418
H 4.65510 0.36438 0.60690
H 5.90410 0.93807 1.68945
H 4.72879 -0.20543 2.28128
H 7.32836 -1.98436 -0.55931
H 7.75564 -0.32167 -0.29097
H 4.39392 -1.40622 -2.65695
H 3.92531 -0.73180 -1.13316
H 4.73978 -2.32208 -1.22105
H 7.83860 -0.60107 -2.85594
H 6.29879 -0.84056 -3.70682
H 6.97349 -2.15853 -2.75793
H 7.19210 1.54571 -0.14769
H 6.77775 3.94046 -0.45456
H 3.12745 4.82884 -2.53634
H 3.71587 6.42284 -2.12681
H 4.19926 4.55226 0.09117
H 3.35466 6.08477 0.06472
H 2.81665 3.49563 1.33956
H 1.10749 3.47346 1.02657
H 2.63344 1.31625 0.52322
H 2.87859 2.12882 -0.99312
H 1.11705 0.72222 -1.37926
H 0.36356 2.30273 -1.23588
H -1.31192 0.57562 -1.05876
H -1.84333 0.51708 0.60489
H 0.19601 -1.39450 0.44061
H -1.51171 -1.70146 0.64206
H 0.14458 -2.18249 -1.57578
H -1.12217 -1.29330 -2.05370
H 4.11468 3.06798 -3.69705
H 4.51987 0.70856 -3.39902
C -5.16623 1.12575 -0.42765
C -4.56654 -0.26381 -0.22678
C -5.50057 -1.42173 -0.59812
C -6.89587 -1.41568 0.00535
N -7.04481 -1.84737 1.46177
C -8.00223 -3.01337 1.55126
C -7.17735 -4.20310 1.10350
C -5.78525 -3.93671 1.69610
C -5.78290 -2.44686 2.05512
C -7.51120 -0.68899 2.31882
C -8.97814 -0.29689 2.20140
C -9.44708 0.33897 0.89153
H -6.00000 1.32146 0.25017
H -4.41364 1.88872 -0.23373
H -5.52238 1.26021 -1.45063
H -4.20241 -0.34507 0.80049
H -3.68068 -0.35421 -0.85678
H -5.00593 -2.38192 -0.43257
H -5.65613 -1.36890 -1.67911
H -7.53867 -2.07638 -0.57270
H -7.31701 -0.41971 -0.07831
H -8.30039 -3.10077 2.59574
H -8.87356 -2.81535 0.93338
H -7.12730 -4.24527 0.01469
H -7.60825 -5.14139 1.44334
H -4.99648 -4.18915 0.99025
H -5.61049 -4.53071 2.59076
H -4.90962 -1.90920 1.71241
H -5.85486 -2.31736 3.13134
H -6.85129 0.14798 2.09002
H -7.32872 -0.98502 3.35039
H -9.14216 0.42734 3.00202
H -9.61785 -1.14599 2.44500
H -8.79402 1.15943 0.58805
H -10.44732 0.74804 1.02157
H -9.50657 -0.38250 0.07590
```

The calculation puts the gap between HOMO and LUMO at 7.7 eV. As for the largest force on an atom: 0.70 eV/Å. As for the LUMO energy: -2.2 eV. The total energy is -43289.14078 eV. The total charge is +1.